No. 1
The following is a DFT calculation (ωB97M-V/def2-TZVPD) of a structure of composition C21H16BrF3N10O4SZr.

Calculated values
- Highest occupied orbital energy: -3.33 eV
- E_tot: -135446.6960 eV
- Relative energy (zero: lowest compared OMol25 entry of this formula, charge and spin): 0.545 eV
- Charge: -2

Each line ends with the natural charge from an NBO analysis.
Geometry (Å):
Zr: 0.18 0.21 0.04  2.305
N: 2.67 -2.45 -0.68  -0.585
C: 3.15 -1.17 -0.53  0.472
N: 4.44 -0.89 -0.46  -0.404
N: 4.46 0.46 -0.33  -0.104
N: 3.28 0.94 -0.33  -0.109
N: 2.39 -0.08 -0.46  -0.541
C: 1.34 -2.76 -0.78  0.482
N: 0.88 -3.98 -0.92  -0.408
N: -0.46 -3.82 -1.05  -0.093
N: -0.79 -2.59 -0.96  -0.068
N: 0.35 -1.85 -0.81  -0.577
H: 3.31 -3.21 -0.55  0.417
S: -4.05 1.52 -2.19  -0.291
C: -2.60 0.96 -1.72  0.224
N: -1.55 0.56 -1.39  -0.719
C: 1.14 8.53 -0.84  -0.621
C: 1.00 7.03 -0.70  -0.033
C: -0.09 6.37 -1.24  -0.192
C: -0.23 4.99 -1.12  0.014
C: -1.41 4.28 -1.72  -0.650
C: 0.75 4.28 -0.43  -0.097
C: 1.85 4.92 0.15  0.040
C: 2.89 4.14 0.90  -0.659
C: 1.96 6.30 -0.01  -0.237
C: 0.61 2.80 -0.31  0.789
O: 0.76 2.05 -1.30  -0.683
O: 0.31 2.28 0.82  -0.761
H: 0.40 8.93 -1.53  0.205
H: 2.13 8.80 -1.20  0.208
H: 1.00 9.03 0.12  0.208
H: -0.85 6.93 -1.78  0.187
H: -2.11 4.98 -2.16  0.206
H: -1.96 3.70 -0.96  0.240
H: -1.11 3.56 -2.48  0.248
H: 3.39 3.42 0.25  0.264
H: 2.43 3.55 1.70  0.246
H: 3.63 4.81 1.34  0.195
H: 2.82 6.81 0.42  0.193
Br: -7.53 1.85 1.92  -0.007
C: -5.63 1.99 1.81  -0.077
C: -5.06 3.25 1.82  -0.249
C: -3.68 3.35 1.75  -0.198
C: -2.89 2.21 1.66  -0.202
C: -3.49 0.96 1.64  -0.049
C: -4.87 0.84 1.72  -0.217
C: -2.68 -0.32 1.50  0.794
O: -3.21 -1.40 1.64  -0.604
O: -1.41 -0.12 1.28  -0.832
H: -5.68 4.13 1.88  0.211
H: -3.21 4.33 1.75  0.209
H: -1.82 2.29 1.61  0.255
H: -5.32 -0.14 1.69  0.248
F: 0.58 0.35 3.27  -0.372
C: 1.15 -0.23 2.16  0.531
F: 2.49 -0.08 2.39  -0.375
F: 0.94 -1.60 2.35  -0.378

=====

No. 2
The following is a DFT calculation (ωB97M-V/def2-TZVPD) of a structure of composition C21H16Cl2N4O3Sn.

Calculated values
- Highest occupied orbital energy (alpha / beta): -7.47 / -4.92 eV
- E_tot: -65012.2423 eV
- Relative energy (zero: lowest compared OMol25 entry of this formula, charge and spin): 1.850 eV
- Charge: 0

Each line ends with the natural charge from an NBO analysis.
Geometry (Å):
Sn: 0.42 0.19 -0.27  1.954
Cl: -0.33 -3.23 5.66  0.036
C: 0.06 -2.86 4.04  -0.105
C: -0.26 -1.60 3.54  -0.193
C: -0.05 -1.29 2.22  0.127
N: -0.49 -0.12 1.61  -0.780
C: -1.65 0.58 1.90  0.625
O: -2.25 0.47 2.99  -0.627
C: -1.98 1.64 0.91  0.022
C: -2.94 2.61 1.27  -0.159
C: -3.18 3.67 0.42  -0.248
C: -2.51 3.71 -0.84  -0.253
C: -1.70 2.61 -1.17  0.013
N: -1.42 1.62 -0.30  -0.601
C: 0.64 -2.27 1.36  0.138
C: 0.93 -3.55 1.88  -0.251
C: 0.62 -3.86 3.21  -0.050
Cl: 1.01 -5.44 3.84  0.012
N: 0.77 -1.91 0.05  -0.761
C: 0.69 -2.75 -1.03  0.636
O: 0.95 -3.95 -1.09  -0.592
C: 0.16 -1.99 -2.23  0.127
C: -0.17 -2.63 -3.43  -0.190
C: -0.53 -1.89 -4.57  -0.166
C: -0.58 -0.47 -4.44  -0.238
C: -0.30 0.14 -3.23  0.044
N: -0.05 -0.64 -2.11  -0.624
H: -0.81 -0.85 4.14  0.264
H: -3.45 2.48 2.25  0.260
H: -3.93 4.42 0.67  0.222
H: -2.60 4.59 -1.52  0.232
H: -1.24 2.52 -2.16  0.182
H: 1.26 -4.29 1.20  0.256
H: -0.19 -3.71 -3.42  0.260
H: -0.88 -2.32 -5.52  0.239
H: -0.82 0.24 -5.25  0.237
H: -0.29 1.21 -3.00  0.209
C: 1.75 3.34 0.58  -0.254
O: 2.75 2.35 0.53  -0.518
C: 2.46 1.12 0.02  -0.017
C: 3.76 0.44 -0.11  -0.701
H: 1.67 4.05 -0.27  0.185
H: 1.80 3.97 1.50  0.207
H: 0.69 2.88 0.60  0.171
H: 3.61 -0.60 -0.34  0.220
H: 4.29 0.53 0.84  0.233
H: 4.35 0.82 -0.94  0.219

=====

No. 3
The following is a DFT calculation (ωB97M-V/def2-TZVPD) of a structure of composition C21H16Cl3N6O2S2Se2Sr.

Calculated values
- Highest occupied orbital energy: -10.27 eV
- E_tot: -225835.9549 eV
- Relative energy (zero: lowest compared OMol25 entry of this formula, charge and spin): 0.000 eV
- Charge: +1

Each line ends with the natural charge from an NBO analysis.
Geometry (Å):
Sr: -1.23 -0.80 0.17  1.786
Se: -3.67 -2.95 1.01  0.155
Se: -2.68 -3.32 3.09  0.219
C: -2.09 -1.57 3.65  0.050
C: -2.21 -1.31 5.01  -0.271
C: -1.70 -0.12 5.49  -0.126
C: -1.13 0.78 4.61  -0.239
C: -1.08 0.45 3.27  0.052
N: -1.55 -0.71 2.79  -0.570
C: -2.42 -3.94 -0.09  0.031
C: -2.77 -5.20 -0.54  -0.247
C: -1.87 -5.88 -1.35  -0.133
C: -0.66 -5.28 -1.66  -0.232
C: -0.40 -4.00 -1.18  0.059
N: -1.28 -3.35 -0.41  -0.563
H: -2.69 -2.03 5.66  0.242
H: -1.77 0.11 6.55  0.236
H: -0.73 1.73 4.95  0.238
H: -0.64 1.12 2.55  0.227
H: -3.72 -5.64 -0.26  0.244
H: -2.10 -6.87 -1.71  0.238
H: 0.07 -5.77 -2.28  0.241
H: 0.52 -3.48 -1.41  0.237
Cl: -1.31 1.39 -4.59  0.111
C: -2.88 1.34 -3.80  -0.238
Cl: -4.17 0.96 -4.94  0.106
Cl: -3.21 2.87 -2.97  0.101
C: -2.85 0.28 -2.78  0.338
N: -2.83 -0.54 -1.98  -0.390
N: 6.46 3.10 -1.44  -0.779
C: 5.26 2.47 -1.22  0.207
C: 4.43 2.13 -2.30  -0.261
C: 3.25 1.46 -2.09  -0.170
C: 2.87 1.11 -0.80  -0.361
C: 3.68 1.44 0.28  -0.165
C: 4.86 2.12 0.07  -0.267
S: 1.37 0.26 -0.55  2.277
O: 1.43 -1.09 -1.10  -0.992
O: 1.08 0.27 0.89  -1.045
N: 0.20 0.97 -1.35  -1.047
C: -0.43 2.04 -0.76  0.210
S: 0.01 3.69 -1.01  0.448
C: -1.31 4.18 -0.04  -0.459
C: -1.98 3.10 0.42  -0.053
N: -1.48 1.89 0.01  -0.614
H: 6.61 3.54 -2.33  0.392
H: 6.92 3.53 -0.66  0.393
H: 4.73 2.40 -3.31  0.218
H: 2.61 1.20 -2.93  0.235
H: 3.37 1.17 1.28  0.242
H: 5.49 2.38 0.91  0.218
H: -1.53 5.22 0.15  0.254
H: -2.86 3.14 1.05  0.219

=====

No. 4
The following is a DFT calculation (ωB97M-V/def2-TZVPD) of the molecule C21H16F2N4O2.

Calculated values
- Highest occupied orbital energy: -6.98 eV
- E_tot: -37521.4125 eV
- SMILES: CN1C=C2[C@H](N1)C(=O)N(c1c(F)cc(C#Cc3ccccc3)cc1F)C(=O)N2C
- Charge: 0

Each line ends with the natural charge from an NBO analysis.
Geometry (Å):
C: -1.81 2.51 -7.91  -0.404
N: -1.22 2.00 -6.60  -0.271
C: -0.26 0.99 -6.48  -0.038
C: -0.45 0.37 -5.26  0.061
C: -1.45 1.05 -4.44  -0.174
N: -2.03 1.98 -5.38  -0.463
C: -0.75 1.49 -3.14  0.698
O: -1.05 2.57 -2.62  -0.555
N: 0.19 0.59 -2.60  -0.505
C: 0.22 0.38 -1.19  0.032
C: -0.69 -0.58 -0.68  0.426
F: -1.78 -0.99 -1.38  -0.320
C: -0.75 -0.94 0.66  -0.248
C: 0.13 -0.25 1.56  -0.060
C: 0.15 -0.60 2.93  -0.051
C: 0.13 -1.06 4.00  0.113
C: -0.01 -1.64 5.28  -0.157
C: 0.54 -2.96 5.47  -0.152
C: 0.39 -3.54 6.69  -0.225
C: -0.23 -2.92 7.69  -0.189
C: -0.71 -1.64 7.63  -0.217
C: -0.65 -1.08 6.38  -0.166
C: 1.02 0.68 1.01  -0.269
C: 0.97 1.14 -0.27  0.436
F: 1.78 2.08 -0.76  -0.294
C: 0.77 -0.44 -3.43  0.799
O: 1.32 -1.38 -2.84  -0.621
N: 0.43 -0.58 -4.80  -0.435
C: 0.80 -1.56 -5.72  -0.400
H: -1.03 2.42 -8.69  0.213
H: -2.18 3.59 -7.78  0.212
H: -2.64 1.86 -8.28  0.188
H: 0.51 0.72 -7.14  0.218
H: -2.32 0.32 -4.21  0.222
H: -2.25 2.95 -4.95  0.394
H: -1.48 -1.58 1.09  0.239
H: 1.06 -3.55 4.75  0.219
H: 0.67 -4.56 6.73  0.213
H: -0.38 -3.50 8.66  0.210
H: -1.21 -1.07 8.38  0.225
H: -1.02 -0.04 6.26  0.214
H: 1.78 1.14 1.64  0.237
H: 0.32 -2.49 -5.39  0.214
H: 1.85 -1.54 -5.75  0.213
H: 0.57 -1.44 -6.74  0.220

=====

No. 5
The following is a DFT calculation (ωB97M-V/def2-TZVPD) of a structure of composition C21H16FIrN2O3.

Calculated values
- Highest occupied orbital energy (alpha / beta): -11.39 / -11.80 eV
- Spin multiplicity: 2
- E_tot: -36706.3777 eV
- Relative energy (zero: lowest compared OMol25 entry of this formula, charge and spin): 0.000 eV
- Charge: +1

Each line ends with the natural charge from an NBO analysis.
Geometry (Å):
Ir: 0.10 0.08 -0.58  0.773
C: -4.13 -0.65 -1.78  -0.245
O: -4.58 -0.50 -0.41  -0.414
C: -3.90 0.03 0.58  0.353
C: -4.62 0.15 1.78  -0.251
C: -4.01 0.69 2.88  -0.129
C: -2.67 1.15 2.81  -0.151
C: -1.93 1.06 1.68  -0.102
C: -0.58 1.75 1.65  -0.108
N: 0.45 0.90 1.01  -0.037
N: 1.64 0.93 1.53  -0.305
C: 2.50 0.31 0.68  0.584
O: 2.04 -0.11 -0.44  -0.580
C: 3.90 0.14 1.03  -0.104
C: 4.35 0.48 2.31  -0.168
C: 5.68 0.31 2.64  -0.212
C: 6.56 -0.20 1.70  -0.149
C: 6.12 -0.53 0.42  -0.207
C: 4.79 -0.36 0.09  -0.167
C: -2.52 0.44 0.52  0.382
O: -1.87 0.19 -0.57  -0.608
H: -5.01 -1.00 -2.30  0.217
H: -3.33 -1.39 -1.82  0.201
H: -3.80 0.30 -2.17  0.201
H: -5.64 -0.19 1.80  0.254
H: -4.55 0.78 3.81  0.242
H: -2.24 1.62 3.69  0.234
H: -0.24 1.89 2.68  0.253
H: 3.65 0.88 3.04  0.234
H: 6.03 0.56 3.63  0.230
H: 7.61 -0.33 1.96  0.229
H: 6.82 -0.92 -0.31  0.231
H: 4.44 -0.62 -0.90  0.236
F: -0.56 6.74 -0.92  -0.304
C: -0.58 5.55 -0.32  0.417
C: 0.60 5.06 0.22  -0.279
C: 0.58 3.83 0.84  -0.124
C: -0.60 3.10 0.93  -0.098
C: -1.77 3.62 0.40  -0.180
C: -1.77 4.86 -0.23  -0.269
H: 1.51 5.64 0.14  0.245
H: 1.49 3.44 1.27  0.220
H: -2.71 3.09 0.47  0.215
H: -2.67 5.29 -0.65  0.243